# 1
{"formula": "C4H6O2", "method": "ωB97M-V/def2-TZVPD", "elements": ["C", "C", "O", "C", "C", "O", "H", "H", "H", "H", "H", "H"], "coordinates": [[-1.2813, -0.2263, -0.7623], [-0.5140, -0.3762, 0.5106], [-0.4956, -1.3672, 1.2095], [0.4827, 0.7340, 0.7688], [1.5952, -0.0441, 0.0224], [1.8009, 0.1518, -1.1519], [-0.6334, 0.2136, -1.5303], [-2.1008, 0.4734, -0.5756], [-1.6519, -1.1995, -1.0758], [0.2759, 1.6572, 0.2206], [0.5161, 0.9311, 1.8469], [2.0063, -0.9479, 0.5170]], "lowdin_charge": [-0.006, -0.497, 0.088, -0.060, -0.244, 0.057, 0.086, 0.098, 0.092, 0.121, 0.126, 0.138], "e_tot_ev": -8339.3573, "smiles": "CC(=O)CC=O", "gap_ev": 10.265, "homo_energy_ev": -9.93, "relative_energy_kj_mol": 106.5}

# 2
{"formula": "C10H12BrInNP", "method": "ωB97M-V/def2-TZVPD", "elements": ["C", "C", "C", "C", "C", "In", "P", "H", "H", "H", "H", "H", "H", "H", "H", "Br", "C", "C", "C", "C", "N", "C", "H", "H", "H", "H"], "coordinates": [[-1.9746, 2.8839, -0.1970], [-2.3047, 2.3384, -1.4871], [-2.6197, 0.9721, -1.3124], [-2.8110, 0.7709, 0.1125], [-2.3932, 1.9631, 0.8131], [-0.4852, 1.0395, -0.2328], [1.5497, 2.0132, 2.1431], [-1.4619, 3.8348, -0.0828], [-2.4170, 2.8803, -2.4159], [-3.0665, 0.3739, -2.0891], [-2.4661, 2.0654, 1.9264], [-3.3646, -0.0481, 0.5407], [1.3071, 1.7533, 3.5176], [1.3924, 3.4115, 2.3662], [2.9445, 1.8471, 2.3597], [4.2031, -2.9347, 1.1798], [2.6409, -2.5974, 0.1673], [2.1123, -3.6108, -0.6151], [0.9669, -3.3610, -1.3492], [0.3519, -2.1120, -1.2504], [0.7486, -1.2028, -0.3316], [2.0000, -1.3357, 0.1878], [2.5861, -4.5773, -0.6430], [0.5190, -4.1050, -2.0041], [-0.4388, -1.7970, -1.9406], [2.4808, -0.4657, 0.6368]], "lowdin_charge": [-0.289, -0.211, -0.268, -0.247, -0.255, 0.735, 0.606, 0.094, 0.103, 0.096, 0.119, 0.095, -0.164, -0.152, -0.163, 0.739, -0.670, -0.125, -0.059, -0.138, -0.071, -0.168, 0.101, 0.109, 0.108, 0.074], "e_tot_ev": -96555.9059, "gap_ev": 6.327, "homo_energy_ev": -6.14, "relative_energy_kj_mol": 0.0}

# 3
{"formula": "C3H9N3O2PtS", "method": "ωB97M-V/def2-TZVPD", "elements": ["Pt", "N", "C", "C", "O", "O", "H", "H", "H", "H", "N", "C", "N", "S", "H", "H", "H", "H", "H"], "coordinates": [[0.0000, 0.0000, 0.0000], [-1.0445, -1.6250, -0.7390], [-1.4159, -0.5555, -1.6946], [-1.8956, 0.6839, -0.9104], [-3.1124, 0.6637, -0.5634], [-0.9988, 1.5458, -0.7066], [-0.7094, -2.2566, -1.1998], [-1.8524, -1.7064, -0.0960], [-2.2129, -0.9105, -2.3565], [-0.5483, -0.2979, -2.3115], [3.0348, -1.6216, 1.1243], [2.8605, -0.3570, 0.6977], [3.2040, 0.5949, 1.5851], [2.2693, 0.0000, -0.8027], [3.3950, -1.8471, 2.0387], [2.7951, -2.3850, 0.5037], [3.5655, 0.3845, 2.5026], [3.0968, 1.5677, 1.3253], [0.0000, 0.0000, 1.7178]], "mulliken_spin": [1.657, 0.279, 0.085, -0.071, 0.139, 0.461, 0.004, -0.008, 0.021, 0.002, 0.041, -0.059, 0.047, 0.936, 0.000, 0.003, 0.000, 0.004, 0.459], "e_tot_ev": -25878.6597, "charge": 2, "gap_ev": [9.432, 4.832], "homo_energy_ev": [-17.56, -17.95], "multiplicity": 5, "s2": 6.02}

# 4
{"formula": "C26H32NO6Sc", "method": "ωB97M-V/def2-TZVPD", "elements": ["O", "C", "C", "H", "H", "C", "H", "H", "C", "H", "H", "H", "C", "H", "H", "H", "Sc", "C", "C", "C", "H", "C", "C", "H", "H", "H", "H", "C", "C", "C", "H", "C", "C", "H", "H", "H", "H", "O", "C", "C", "H", "H", "C", "H", "H", "C", "H", "H", "H", "H", "O", "C", "O", "C", "C", "C", "C", "C", "C", "N", "O", "O", "H", "H", "H", "H"], "coordinates": [[0.1289, -0.2928, -1.6070], [-1.0180, 0.4646, -2.1116], [-1.4285, -0.6954, -3.0304], [-0.6761, 1.4042, -2.5499], [-1.7617, 0.6610, -1.3371], [-0.1641, -1.5060, -2.4847], [-1.5531, -0.4011, -4.0504], [-2.3741, -1.1311, -2.6926], [1.2343, -1.7437, -3.0410], [1.7537, -0.8136, -3.3052], [1.2937, -2.4416, -3.8793], [1.8203, -2.1921, -2.2208], [-0.5977, -2.7746, -1.7486], [-1.6193, -2.7661, -1.3658], [0.0343, -2.9990, -0.8833], [-0.5383, -3.6650, -2.4043], [-0.0743, -0.3095, 0.6847], [-1.5317, -1.5148, 2.5269], [-2.0276, -0.1925, 2.3971], [-2.5280, -0.0251, 1.0782], [-2.1257, 0.5230, 3.2133], [-2.3736, -1.2672, 0.3975], [-1.7021, -2.1710, 1.2761], [-1.4872, -3.2253, 1.0811], [-1.1824, -1.9726, 3.4509], [-3.0406, 0.8610, 0.6958], [-2.8516, -1.5247, -0.5517], [1.6348, -1.1570, 2.6468], [1.2616, -2.3414, 1.9628], [1.6813, -2.2186, 0.6079], [0.8267, -3.2330, 2.4129], [2.2869, -0.9291, 0.4470], [2.2756, -0.2893, 1.7224], [2.7940, 0.6370, 1.9692], [1.5488, -0.9984, 3.7270], [1.7139, -3.0353, -0.1116], [2.8108, -0.5738, -0.4494], [0.3784, 0.3659, -4.4620], [0.3152, -0.6996, -5.4954], [-0.0127, -0.0860, -6.8594], [-0.4529, -1.4755, -5.2605], [1.2973, -1.2132, -5.5305], [-0.1566, 1.4259, -6.5928], [-0.9737, -0.4834, -7.2207], [0.7940, -0.2975, -7.5801], [0.2273, 1.6550, -5.1079], [-1.2137, 1.7059, -6.7536], [0.5145, 1.9873, -7.2645], [-0.5487, 2.2590, -4.6006], [1.1983, 2.1760, -5.0587], [0.7638, 3.4957, 1.9013], [0.4243, 2.4411, 2.4025], [0.0905, 1.3458, 1.7269], [0.3906, 2.3779, 3.9164], [0.0629, 1.2251, 4.6701], [0.0373, 1.2378, 6.0614], [0.3714, 2.4172, 6.7492], [0.7189, 3.5822, 6.0340], [0.7297, 3.5461, 4.6368], [0.3506, 2.4296, 8.1762], [0.0287, 1.3785, 8.7782], [0.6491, 3.4843, 8.7822], [-0.1722, 0.2909, 4.1616], [-0.2370, 0.3507, 6.6341], [0.9688, 4.4823, 6.5817], [1.0124, 4.4451, 4.1006]], "lowdin_charge": [-0.191, -0.123, -0.045, 0.115, 0.092, -0.378, 0.088, 0.107, -0.030, 0.097, 0.085, 0.086, -0.033, 0.055, 0.047, 0.112, 1.059, -0.151, -0.152, -0.180, 0.111, -0.201, -0.179, 0.115, 0.117, 0.115, 0.099, -0.140, -0.156, -0.191, 0.113, -0.197, -0.157, 0.119, 0.108, 0.096, 0.113, -0.238, -0.185, -0.153, 0.121, 0.114, -0.149, 0.111, 0.114, -0.161, 0.111, 0.111, 0.116, 0.123, 0.076, -0.515, -0.166, -0.080, -0.013, 0.022, -0.157, 0.026, 0.010, -0.318, 0.050, 0.055, 0.078, 0.122, 0.117, 0.119], "e_tot_ev": -61953.4553, "gap_ev": 7.044, "homo_energy_ev": -7.82, "relative_energy_kj_mol": 0.0}

# 5
{"formula": "C6H4O4", "method": "ωB97M-V/def2-TZVPD", "elements": ["O", "C", "O", "C", "C", "C", "C", "O", "O", "C", "H", "H", "H", "H"], "coordinates": [[-2.6580, -1.1552, 0.0044], [-2.0656, -0.1231, -0.0069], [-2.7352, 1.0569, -0.0900], [-0.6027, 0.0087, 0.1027], [0.1029, 1.2246, 0.1167], [1.4462, 1.2718, -0.0464], [2.1814, 0.0326, -0.0044], [3.3678, -0.0599, -0.0624], [1.4668, -1.1623, -0.0007], [0.1152, -1.1452, 0.0164], [-3.7193, 0.8300, -0.1271], [-0.5440, 2.0955, 0.1820], [2.0131, 2.1740, 0.0538], [-0.3460, -2.1539, 0.0125]], "lowdin_charge": [0.119, -0.506, 0.085, -0.127, 0.005, 0.040, -0.460, 0.131, 0.112, 0.022, 0.164, 0.128, 0.121, 0.165], "e_tot_ev": -14476.5731, "smiles": "O=C(O)c1ccc(=O)oc1", "gap_ev": 9.193, "homo_energy_ev": -9.52, "relative_energy_kj_mol": 0.0}

# 6
{"formula": "C21H21N2O", "method": "ωB97M-V/def2-TZVPD", "elements": ["O", "C", "C", "C", "C", "C", "C", "N", "N", "H", "H", "H", "H", "H", "H", "H", "H", "C", "C", "C", "C", "C", "C", "C", "C", "C", "C", "C", "C", "C", "C", "C", "H", "H", "H", "H", "H", "H", "H", "H", "H", "H", "H", "H", "H"], "coordinates": [[-0.2745, 2.8138, 1.1538], [-0.9580, 1.9547, 1.7088], [-2.3792, 2.2303, 2.1922], [-3.0417, 1.1050, 2.9851], [-2.6374, -0.2855, 2.4716], [-1.1162, -0.5195, 2.4772], [-0.2923, 0.6584, 2.0734], [0.7371, 0.9602, 2.9302], [1.6409, 1.1827, 3.6129], [-2.3500, 3.1603, 2.7927], [-2.9985, 2.4735, 1.3176], [-2.7473, 1.1978, 4.0303], [-4.1299, 1.2032, 2.9300], [-3.1181, -1.0627, 3.0797], [-3.0514, -0.3988, 1.4622], [-0.7853, -0.8612, 3.4829], [-0.8519, -1.3226, 1.7745], [1.2611, -0.0188, 0.2297], [2.2554, -0.9797, 0.6791], [3.2629, -0.5701, 1.5842], [4.3453, -1.3868, 1.8730], [4.4514, -2.6594, 1.2782], [3.4499, -3.0947, 0.4000], [2.3344, -2.2973, 0.1458], [0.6040, -0.2625, -0.9909], [-0.2006, 0.6638, -1.6104], [-0.7325, 0.5477, -2.9382], [-1.3479, 1.6734, -3.5448], [-1.7908, 1.6237, -4.8602], [-1.6446, 0.4448, -5.6071], [-1.0556, -0.6880, -5.0272], [-0.6093, -0.6489, -3.7061], [1.4048, 1.0293, 0.5545], [3.1922, 0.4177, 2.0370], [5.1184, -1.0320, 2.5582], [5.3359, -3.2757, 1.4667], [3.5438, -4.0668, -0.0951], [1.5379, -2.6697, -0.4886], [0.7945, -1.1880, -1.5513], [-0.4434, 1.5789, -1.0671], [-1.4174, 2.5965, -2.9654], [-2.2429, 2.5039, -5.3191], [-1.9907, 0.4020, -6.6434], [-0.9324, -1.6096, -5.6077], [-0.1300, -1.5228, -3.2586]], "lowdin_charge": [0.064, -0.334, -0.095, -0.186, -0.174, -0.141, -0.217, 0.017, 0.317, 0.142, 0.131, 0.117, 0.120, 0.121, 0.119, 0.133, 0.110, 0.017, -0.201, -0.029, -0.047, -0.032, -0.050, -0.007, -0.054, 0.043, -0.203, -0.009, -0.054, -0.040, -0.054, -0.003, 0.123, 0.087, 0.119, 0.121, 0.119, 0.109, 0.099, 0.119, 0.123, 0.116, 0.119, 0.118, 0.109], "e_tot_ev": -27135.9503, "charge": 1, "gap_ev": 6.300, "homo_energy_ev": -11.61, "relative_energy_kj_mol": 444.7}